289
Properties=species:S:1:pos:R:3:forces:R:3 method="wB97M-V/def2-TZVPD" total_charge=+1 e_above_lowest_kcal_mol=0.0 e_homo_ha="-0.3649 / -0.3649" multiplicity=2 e_lumo_ev="-1.833 / -6.674"
H -14.888530 1.309220 -17.981240 0.80 0.04 -0.56
H -8.910080 -2.367050 -22.692730 -0.01 -0.34 -0.13
H -8.680720 -5.959700 -21.451300 0.33 -0.27 0.04
H -15.732060 -2.108650 -15.039030 0.27 0.27 -0.15
O -10.233570 -5.205760 -22.506550 0.24 0.44 0.32
C -8.504090 -1.566350 -11.129670 1.83 -0.63 0.99
H -6.996340 -2.984810 -10.215410 -0.36 -0.01 -0.33
H -15.653080 -5.505710 -16.788730 -0.07 0.09 0.03
H -15.855490 -4.972800 -18.465480 -0.24 0.46 0.08
H -7.848630 1.965980 -17.293410 -0.85 0.16 -0.01
H -17.141830 5.088660 -20.777100 -0.09 -0.34 0.18
H -2.937420 -1.935100 -12.436520 0.32 -0.12 0.00
H -3.743600 -1.686940 -24.709170 -0.37 -0.27 0.15
H -14.468730 -3.397330 -15.233950 0.35 0.39 -0.07
N -15.734330 4.612000 -13.246090 0.44 0.17 0.89
H -7.544410 -2.562110 -12.582420 0.18 -0.30 0.10
H -16.010070 -5.036030 -12.672420 -0.48 0.35 -0.06
C -3.983260 1.289710 -17.223000 1.39 0.67 1.25
H -11.781440 -4.014360 -17.581120 0.10 0.28 -0.27
C -15.908940 -3.340760 -16.844320 1.33 -0.59 -0.83
H -7.438560 -2.822670 -19.963340 -0.27 0.33 0.21
H -7.297690 -1.610410 -15.704400 0.20 -0.20 -0.44
H -11.068840 1.149430 -9.921810 0.12 0.51 -0.15
C -17.467780 0.135920 -16.372330 -0.65 0.09 -0.88
H -5.494020 6.358750 -15.723570 0.11 0.17 -0.03
N -7.091780 2.239050 -17.903900 0.82 0.51 0.59
H -13.205490 0.479280 -13.616090 0.13 -0.34 0.34
H -16.665230 2.995690 -16.787270 1.05 -0.62 0.12
H -7.173290 -5.530860 -15.639260 -0.22 0.36 -0.60
H -18.088070 4.550020 -16.975160 0.06 0.60 -0.07
H -10.189490 -1.704490 -18.964090 0.39 0.04 -0.53
H -4.601660 0.760790 -17.948220 -0.14 -0.20 0.24
C -7.173960 3.676680 -18.195520 -2.40 -0.04 -1.44
H -13.935860 -0.560420 -14.815370 -0.08 0.42 -0.66
H -6.375820 3.959310 -18.881960 0.35 -0.08 0.31
C -15.522200 -3.136460 -15.335130 -0.27 -0.76 0.22
N -5.081040 -0.803240 -13.899670 0.85 -0.27 -0.15
C -15.431970 -4.707130 -17.496890 0.32 0.67 0.92
H -9.504630 -4.067040 -20.193160 -0.63 -0.19 0.04
H -18.400260 4.498080 -18.746730 0.25 -0.24 -0.13
C -10.402570 1.500120 -21.487050 1.20 0.34 -0.65
H -5.114230 0.854690 -15.585510 -0.41 -0.46 0.30
H -11.302060 -6.085700 -23.872810 -0.03 -0.48 -0.28
H -8.622340 -1.468570 -13.029940 0.23 0.16 -1.20
H -17.215150 -0.922330 -16.306200 0.11 -0.15 -0.28
C -3.991460 -0.199510 -13.153420 0.01 1.46 0.64
H -8.431590 4.825960 -19.537520 -0.26 0.15 0.10
C -9.813580 -1.051500 -18.176440 0.79 -0.14 0.28
C -3.712290 -3.742340 -15.549990 -0.23 1.06 -1.59
C -4.605620 1.064150 -12.548660 1.08 0.85 0.46
H -11.653950 -4.076120 -22.768520 0.45 0.26 0.27
C -14.768440 2.419910 -13.603550 -0.63 -0.03 -1.10
H -8.127950 4.434340 -16.423510 -0.25 -0.33 0.16
H -9.823960 0.961440 -26.067910 -0.15 -0.29 0.13
H -10.521810 -7.287100 -20.203350 -0.25 -0.40 -0.16
H -15.326790 -1.246740 -17.401460 0.59 2.05 0.81
H -0.859520 -1.057930 -11.961060 0.10 -0.33 -0.03
H -5.534380 -0.057460 -21.698170 0.39 0.31 0.21
C -8.275250 0.814380 -24.552440 0.38 -0.95 0.39
C -14.074200 0.820260 -21.013030 0.71 -0.47 -0.68
H -10.867890 2.632570 -17.082650 0.55 -0.33 -0.08
H -13.388920 -5.068160 -21.842590 -0.20 -0.55 0.95
H -4.838920 1.820540 -13.298020 -0.05 -0.19 -0.05
H -13.113530 0.464020 -20.641150 0.28 0.15 0.07
H -5.494410 0.895160 -11.940720 -0.28 -0.55 -0.34
H -9.589580 -6.531430 -23.998240 0.18 0.16 0.03
H -15.251880 -3.970860 -22.944130 -0.34 -0.22 0.05
H -12.944940 2.255530 -19.359320 0.37 0.22 0.38
C -14.917520 -3.605090 -21.973300 3.05 0.18 -0.22
H -1.610660 -3.630150 -14.689100 -0.05 -0.60 -0.10
H -5.599920 -1.555510 -20.773490 -0.41 -0.08 0.02
C -14.101140 2.330250 -20.959450 -1.41 -0.08 0.58
H -7.497360 1.188000 -13.520860 -0.35 -0.12 0.88
H -9.302450 2.464380 -25.366250 0.01 0.19 -0.23
H -12.595550 -1.049260 -18.338830 -0.05 -0.37 -0.24
H -10.917140 -3.935000 -16.024540 -0.26 0.20 0.02
N -8.964870 3.007530 -11.724860 -0.20 0.26 1.21
H -5.338760 -4.159420 -14.333460 -0.15 0.21 -0.85
H -1.735610 -4.758770 -17.396040 0.16 -0.57 0.18
C -7.727140 -4.941720 -14.908330 0.54 -1.17 0.36
H -9.636520 3.691670 -11.407140 -1.01 -0.14 -0.20
H -7.405190 2.323570 -14.710510 -0.45 0.70 -0.16
C -8.302390 -5.978860 -13.953050 -1.13 0.32 0.62
C -3.036850 -1.745240 -20.148780 -0.68 -0.05 -0.81
H -5.451480 -3.592060 -16.887880 -0.08 -0.38 0.23
H -8.207320 -4.862430 -22.777500 0.09 -0.20 -0.36
H -2.358820 -2.072180 -20.937120 0.23 -0.10 0.12
H -14.075870 0.485160 -22.050240 -0.44 -0.25 0.00
C -3.535210 2.621040 -17.843500 0.76 -0.89 -0.26
O -6.956940 5.927120 -17.185870 0.37 0.37 -0.94
N -13.839470 2.687360 -19.542210 -0.52 0.22 -0.83
H -11.854580 0.524590 -18.179940 0.09 0.25 -0.07
N -15.324530 0.605870 -17.402200 0.10 -0.21 0.16
H -10.089950 -0.010650 -23.655490 -0.41 -0.17 -0.50
O -15.684990 -4.104540 -20.880120 -0.12 1.41 -1.34
H -6.460810 -1.313950 -10.259240 -0.08 0.21 -0.80
C -1.366990 -0.189590 -11.540850 2.85 1.69 -0.39
H -8.336880 -1.091910 -25.351820 -0.38 0.02 -0.33
H -10.466680 -8.797660 -19.163390 -0.62 0.02 -0.25
H -15.326600 -2.297260 -18.680200 0.14 -0.70 -0.52
O -9.662340 1.723610 -22.699080 -1.10 1.15 0.44
O -9.585550 -0.189810 -9.457570 0.27 -0.40 -0.92
H -11.782620 -7.657420 -17.243780 0.09 -0.04 0.04
H -14.868850 -0.165580 -13.419020 -0.08 0.07 0.36
O -2.565500 -0.412710 -11.027310 -4.83 -2.07 -0.47
H -6.964570 -4.372550 -14.376690 -0.65 0.45 -0.04
H -16.525270 3.196080 -14.527550 -0.05 -0.48 -0.39
H -1.389160 0.603990 -12.287740 0.15 0.12 -0.52
C -8.443870 -1.604980 -17.600170 0.44 -0.27 -0.21
H -9.290740 -8.440720 -16.934160 0.10 -0.60 -0.10
C -15.542540 3.561670 -14.229770 -0.10 1.45 -0.64
H -6.389720 -2.774190 -22.430840 -0.86 -0.48 0.11
C -2.282240 -3.116930 -15.377360 -1.21 0.57 -0.65
H -2.486380 -1.556600 -19.227100 0.01 0.82 -0.20
C -7.617460 2.264450 -13.643020 -0.13 -0.21 -0.15
H -9.430680 3.729730 -18.561890 0.16 0.06 0.56
H -6.533270 -5.596180 -10.231640 0.05 0.39 -0.14
H -17.509070 -3.437020 -21.840750 0.22 -0.56 -0.12
H -11.694220 1.593660 -15.969120 -0.12 -0.06 0.35
H -8.526760 -4.351660 -15.356150 0.28 0.30 -0.02
H -14.349270 -4.664010 -17.615180 0.08 -0.09 0.05
H -11.022010 2.385140 -21.341670 0.08 -0.04 0.18
C -16.939300 -3.420460 -20.911670 -0.20 -0.46 1.59
C -9.996020 -7.852460 -19.433920 0.10 -0.15 0.75
O -1.700180 -2.886930 -16.654420 0.65 0.72 0.45
C -8.721620 -5.302190 -12.600350 0.70 -0.84 -0.85
O -1.883930 1.076560 -15.828430 -1.47 -0.84 -1.94
H -5.755140 -2.982950 -23.891450 -0.24 -0.13 -0.38
H -15.269460 5.036190 -15.927990 -0.55 -0.18 0.15
C -4.021310 -1.085900 -23.843300 0.76 0.97 1.13
H -15.322580 1.981200 -12.773760 -0.40 -0.27 -0.07
H -9.015940 -1.375760 -15.613820 -0.10 0.13 0.38
O -9.980330 2.550830 -15.239080 -1.67 1.13 -0.89
C -11.360260 -6.734840 -17.641980 1.46 -0.40 -0.88
H -0.803430 0.228950 -10.706990 0.62 -0.18 -0.12
H -18.547490 0.168980 -16.518080 -0.02 0.11 0.12
O -7.586910 -4.940670 -11.857010 -0.94 1.13 0.08
C -9.097600 -0.184220 -10.807340 1.05 -0.19 0.88
C -7.042390 -5.975220 -11.117760 1.29 -1.03 0.71
H -4.310670 3.375540 -17.711200 0.08 -0.08 -0.36
N -15.369240 -2.218300 -17.674200 -1.65 -2.56 0.93
H -10.605850 -7.235810 -22.718430 0.12 -0.11 0.16
H -2.184530 0.067100 -17.704310 0.41 0.50 -0.14
O -16.244700 -4.004390 -14.458510 -0.20 0.07 -0.60
H -5.743160 -1.063460 -13.182750 -0.77 -0.17 -0.10
C -4.728340 -1.794840 -22.680240 0.32 0.04 -1.63
H -2.435880 -2.138310 -14.922620 0.06 0.25 -0.09
H -16.101270 4.244090 -12.380010 -0.03 -0.10 0.15
H -6.389740 -1.570960 -18.249270 -0.21 -0.26 0.63
H -3.079280 -0.574050 -16.409940 -0.22 0.07 0.40
H -4.018660 -2.862100 -17.499830 0.07 0.00 -0.18
N -8.945640 -7.518500 -17.158930 -1.18 0.46 -1.57
H -13.472880 -3.779260 -19.735630 0.12 0.16 0.37
C -15.470060 2.944890 -21.418120 0.72 2.23 0.40
H -9.362240 -4.454810 -12.844570 0.50 0.70 -0.16
H -14.856010 -2.518960 -22.041440 -0.76 0.42 0.29
H -17.468070 -3.872670 -20.072610 -0.63 -0.20 -0.36
H -7.212400 -0.933640 -24.248770 0.47 -0.07 0.27
H -11.025760 0.483030 -8.320990 -0.15 0.27 0.23
H -13.849200 2.764140 -13.129620 0.57 -0.07 -0.59
C -12.042690 -0.409640 -17.650850 0.45 -0.10 -0.10
H -11.835560 -4.044560 -20.323650 0.02 -0.24 -0.01
C -14.145260 0.251780 -14.119250 0.58 -0.40 0.56
C -16.523510 5.152260 -21.672500 0.38 -0.51 -0.06
H -10.134620 -5.854620 -14.789380 -0.24 0.21 -0.43
C -9.228430 0.570870 -23.327260 0.40 -0.93 -0.60
C -10.407240 -6.338080 -23.303860 -0.78 -0.06 -0.48
H -16.365370 5.355600 -13.508710 0.05 -0.08 -0.45
H -9.887760 1.765120 -8.663290 0.35 0.10 -0.47
H -8.305500 0.563560 -10.846010 0.13 0.05 -0.39
H -14.659100 3.389680 -16.214740 -0.02 0.13 -0.11
H -3.094920 -0.662040 -23.455670 0.32 -0.06 -0.01
H -4.576900 -0.203340 -24.160320 -0.36 -0.21 -0.19
H -13.818000 4.529960 -15.186230 0.09 -0.14 0.34
C -10.229240 2.456650 -13.849300 1.14 -0.14 0.28
C -1.015770 -3.952150 -17.257080 -0.75 -0.96 -0.73
H -15.095450 0.888160 -16.459900 0.20 0.18 0.37
N -12.548010 -3.627600 -22.908440 -0.14 0.99 -1.83
C -9.921940 -6.965280 -18.176490 1.13 -1.07 0.36
C -8.462630 3.852800 -19.047530 0.75 0.44 -0.59
C -2.744240 0.377780 -16.822090 -0.43 1.03 0.35
H -9.142800 -7.047300 -16.287600 0.17 0.25 0.31
N -6.021260 -2.271600 -23.225670 0.40 0.10 1.13
H -9.416160 -5.879500 -11.990070 0.22 -0.79 0.07
H -14.606790 -4.206700 -13.237880 0.28 0.06 0.08
H -8.162300 3.529710 -11.403420 0.90 -0.49 0.00
C -10.393290 0.904890 -9.102100 -0.82 -1.02 0.43
H -6.378630 4.214490 -16.280790 0.12 -0.46 0.18
H -9.279330 -2.331070 -11.177530 -0.35 -0.06 0.85
N -7.512010 -3.634510 -20.559690 -0.17 -0.65 -1.35
H -14.781460 0.279520 -20.384150 -0.57 0.35 -0.20
H -3.934470 1.520450 -11.821040 0.33 0.14 -0.13
H -10.492610 -2.549540 -21.872790 0.17 -0.17 -0.05
C -15.686400 -4.101510 -13.130700 0.76 -0.08 -1.06
H -12.903760 -4.159700 -23.689730 -0.15 0.30 -0.70
N -4.752050 1.692910 -16.017150 0.08 -0.85 -0.42
C -8.137790 -1.139310 -16.214690 -0.96 0.41 1.30
H -8.536740 -2.689670 -17.546180 -0.07 -0.25 -0.18
H -6.791960 2.782750 -13.155150 0.09 -0.19 0.09
C -16.761320 0.836150 -17.568890 0.18 0.72 1.73
H -3.253790 2.424560 -18.878050 -0.27 0.41 -0.23
H -3.945250 -4.265310 -13.730010 0.26 0.21 1.10
H -7.451640 1.460500 -24.248630 0.03 0.04 0.35
H -5.021060 -2.004100 -16.396520 0.46 0.04 0.98
N -4.462720 -3.657000 -14.348300 0.76 -1.20 2.39
C -3.447960 -1.064450 -12.024910 -0.13 -0.11 0.95
H -7.135510 -4.439330 -20.079460 -0.07 -0.12 0.09
H -3.542480 -4.772380 -15.863490 -0.25 -0.19 -0.44
C -8.912740 2.965760 -13.154650 0.12 -0.41 -2.18
C -14.807100 4.165310 -15.463350 0.32 -0.56 0.45
H -6.330960 7.762610 -16.578890 0.43 -0.20 0.01
O -11.421220 -5.783660 -16.613860 -0.15 0.16 0.13
H -6.299590 -6.520290 -11.700210 0.20 -0.08 -0.16
H -9.656080 -0.032310 -18.529360 0.19 0.16 -0.41
H -17.095820 4.818180 -22.537910 -0.11 -0.20 -0.05
C -12.763690 -3.506780 -20.517230 -0.18 -0.52 0.39
H -7.648300 -1.717590 -9.166480 -0.17 -0.47 0.29
C -0.670870 0.415190 -15.649360 1.05 -0.02 0.25
H -19.713670 4.219560 -17.588080 0.07 -0.06 -0.07
N -7.834620 -1.609530 -12.413710 -1.01 1.04 -1.24
O -15.295010 4.413800 -21.543050 -0.04 -0.48 -0.02
H -15.866470 -3.213270 -12.525150 -0.37 -0.07 0.02
H -17.246930 0.521080 -15.376850 0.22 0.54 -0.22
O -10.837730 -0.996430 -17.204580 -0.33 -0.11 1.00
C -17.007570 2.396780 -17.631200 -1.24 -0.91 -0.33
H -13.277840 2.728370 -21.552560 -0.28 0.01 -0.54
C -13.372990 -3.978440 -21.823750 -1.72 -1.31 1.32
H -16.959180 0.326550 -18.511890 -0.93 0.39 -0.13
H -11.895540 -6.484860 -18.558000 -0.77 0.56 0.10
C -4.973920 -0.953740 -21.432350 0.63 -0.85 0.58
H -8.313320 1.614820 -26.594600 0.32 0.06 0.32
H -11.932240 3.345620 -16.062430 0.23 0.54 1.45
H -9.492940 -6.029950 -18.535970 -0.10 0.31 0.22
H -4.154760 -2.679380 -22.403300 0.38 0.00 0.24
H -0.728950 -3.721020 -18.282950 -0.04 0.69 0.09
N -7.326070 -1.297430 -18.511120 -1.26 0.31 -1.13
H -8.437290 3.117200 -19.851490 0.12 -0.05 -0.04
H -9.041940 -8.195720 -19.833910 0.31 0.57 0.19
H -7.598860 -6.810280 -13.909640 0.30 0.21 0.89
H -2.617160 2.960410 -17.363810 -0.09 0.14 0.25
H -10.492670 1.414480 -13.668780 0.25 -0.36 0.58
C -6.415190 6.770060 -16.136350 -1.60 -1.25 -0.82
C -8.887320 -3.874260 -21.070580 0.16 0.87 0.68
N -7.638710 -0.441440 -25.020840 -0.56 0.57 0.34
H -9.857490 0.119310 -11.527430 -0.33 -0.06 -0.05
H -12.690470 -0.188930 -16.802450 0.21 -0.12 0.11
H -9.655190 1.393920 -20.700750 -0.14 0.10 0.44
C -11.013650 -4.480250 -16.963420 -0.15 0.11 0.58
C -8.940730 -5.050510 -21.993390 0.70 -0.36 0.41
H -4.353940 -1.443090 -11.551700 0.23 -0.02 0.80
H -16.890970 -2.369270 -20.627460 0.62 0.44 -0.16
C -18.650470 4.070010 -17.776040 -0.15 -0.80 0.92
H -9.993240 -7.054520 -13.799020 -0.02 -0.60 0.11
C -7.178470 4.531730 -16.949910 0.73 1.24 1.16
C -11.183440 2.553790 -16.042300 1.02 -0.84 -0.97
H -3.137510 -0.010730 -13.803980 -0.19 0.60 -0.39
H -0.760140 -0.578400 -15.210150 -0.25 -0.01 0.55
H -8.798380 -0.077240 -22.563650 0.85 -0.13 -0.09
C -4.595330 -2.989900 -16.583740 0.87 -0.59 -1.62
H -4.716770 -1.668170 -14.272890 -0.35 -0.34 -0.03
H -16.231980 2.891440 -20.640480 -0.03 -0.88 0.11
H -13.694400 3.684160 -19.616000 0.17 0.42 0.73
C -7.341910 -1.951460 -10.186050 -0.85 0.63 1.85
H -4.056800 1.975320 -15.341150 0.23 0.47 0.15
H -0.056650 0.211520 -16.526490 -0.42 0.29 -0.82
C -9.410560 -2.607020 -21.754630 0.64 0.30 0.89
H -7.704110 -6.745490 -10.721640 -0.77 0.21 -0.26
H -8.762410 3.966810 -13.558890 -0.38 0.38 -0.24
C -8.942680 1.495540 -25.712680 -0.89 0.45 -0.05
H -10.025450 -4.405370 -17.417220 -0.07 -0.24 -0.36
N -9.488470 -6.589810 -14.540210 -0.49 0.45 0.49
H -16.996150 -3.362340 -16.919280 -0.42 0.54 -0.17
H -3.658360 -2.598250 -19.876420 -0.48 -0.15 -0.22
H -15.858360 2.584460 -22.370710 0.19 -0.36 -0.01
H -11.098770 3.034400 -13.535910 -0.03 0.46 -0.02
H -7.310600 -0.297280 -18.650970 0.26 0.39 -0.14
O -3.801500 -0.626150 -20.639460 -0.03 -0.01 -0.03
H -0.108370 -4.332120 -16.787680 -0.07 0.25 0.63
H -16.346630 6.218200 -21.816020 0.62 -0.17 -0.03
H -7.985490 -0.063110 -16.132810 0.01 0.15 -0.18
H -0.034970 1.081920 -15.066940 -0.15 -0.22 0.46
H -11.017360 0.600590 -21.455960 -0.13 -0.19 -0.55
H -16.587490 2.761430 -18.568570 0.47 0.11 0.03
H -7.201130 6.837030 -15.384070 0.22 0.06 0.55
O -18.388450 2.669930 -17.626030 -0.97 0.01 -0.94
H -6.350980 2.248590 -17.217440 0.89 -0.86 0.24
O -14.611270 1.445100 -14.682150 0.05 0.46 1.05
H -9.089920 -1.830990 -21.059600 -0.26 0.49 -0.09
H -12.466590 -2.460750 -20.441960 -0.47 0.30 -0.37